81
Properties=species:S:1:pos:R:3:mulliken_spin:R:1 method="wB97M-V/def2-TZVPD" s_squared=6.0479 energy_ha=-2176.43761 fmax_ha_per_bohr=0.0673 total_charge=+2 multiplicity=5 e_above_lowest_kj_mol=0.00 gap_ev="4.04 / 3.23"
P -0.05512 -1.98249 -3.60424 0.06
P 0.42965 1.44701 -4.95991 -0.01
C -0.27566 -1.21385 -5.39347 0.02
C 0.66647 -0.10340 -5.82758 0.00
H -1.33664 -0.93028 -5.42014 0.00
H -0.09573 -2.09526 -6.01806 0.00
H 1.72029 -0.40878 -5.77688 0.00
H 0.43741 0.07414 -6.89193 0.00
C -0.71433 2.47145 -5.94324 0.04
H -1.07869 3.32344 -5.35507 -0.03
H -1.56743 1.88930 -6.32368 0.00
H -0.17283 2.90502 -6.81161 0.00
C 1.87275 2.52703 -4.95128 0.01
H 1.98092 3.00276 -5.93348 0.00
H 2.78218 1.96838 -4.71260 0.00
H 1.76607 3.34776 -4.22976 0.00
C -1.53529 -3.07095 -3.87175 0.02
H -1.66154 -3.78610 -3.04260 -0.01
H -1.44007 -3.55694 -4.85847 0.00
H -2.35005 -2.33661 -3.85990 0.00
C 1.58176 -2.90093 -4.26362 0.01
H 2.11971 -1.95793 -4.36461 0.00
H 1.41500 -3.44748 -5.18732 0.00
H 2.23621 -3.48401 -3.52569 0.03
Pt 0.81372 -3.61077 -2.41610 0.62
C -1.35217 3.73093 -2.93057 0.50
C -2.55021 3.13976 -2.78593 0.35
C -3.15242 2.17250 -3.81575 0.12
C -2.58430 0.75410 -3.58900 0.11
C -1.33890 0.85441 -2.82255 0.38
C 0.02654 1.27754 -3.21065 0.13
C 0.52833 2.22071 -2.08338 0.16
C -0.19846 3.57057 -1.96425 0.08
C 1.21715 -3.48832 -0.45205 0.32
H -1.15812 4.51900 -3.68056 -0.01
H -3.23336 3.33304 -1.92790 0.03
H -2.87284 2.45010 -4.83846 0.00
H -4.24604 2.12395 -3.70633 0.01
H -3.22539 0.15614 -2.89884 0.00
H -2.59549 0.12077 -4.51634 0.02
H -1.27872 0.09880 -1.99876 0.09
H 0.72203 0.35691 -3.12419 0.00
H 1.60501 2.36436 -2.20448 0.00
H 0.40388 1.65737 -1.15336 -0.05
H -0.52434 3.71491 -0.91146 0.01
H 0.52910 4.36595 -2.18821 0.00
H 1.36483 -2.39150 -0.68911 -0.03
H 2.15940 -3.94118 -0.15871 0.00
H 0.35234 -3.59897 0.23048 0.01
C 3.87581 1.39694 5.22429 0.00
C 2.91818 0.26049 4.97744 -0.04
C 2.97697 -0.87571 5.79594 0.14
C 2.11180 -1.95799 5.58763 -0.04
C 1.15206 -1.88726 4.59397 0.10
C 1.01970 -0.71477 3.83541 0.03
N -0.06341 -0.61788 2.96704 0.41
C -0.92562 0.45426 2.83848 0.06
C -1.12776 1.38548 3.87445 0.13
C -1.85894 2.54249 3.61399 -0.05
C -2.37818 2.77220 2.34022 0.15
C -2.19378 1.82508 1.31500 -0.07
C -1.46470 0.66336 1.56114 0.09
C -1.04437 -0.33959 0.49296 0.02
O -1.93393 -1.11002 0.04755 0.01
O 0.18815 -0.25638 0.18865 0.01
C 1.97845 0.32756 3.94512 0.09
C 1.98132 1.45931 2.95782 -0.01
H 4.53453 1.57323 4.36186 0.00
H 3.34854 2.33765 5.44087 0.00
H 4.50703 1.15992 6.08527 0.00
H 3.72686 -0.89806 6.58246 0.00
H 2.19397 -2.84335 6.22396 0.00
H 0.45685 -2.71546 4.40771 0.00
H -0.26856 -1.45506 2.42007 -0.04
H -0.67683 1.20227 4.85576 0.00
H -2.04100 3.25502 4.42560 0.00
H -2.90891 3.70458 2.12158 0.01
H -2.57353 1.98506 0.31017 0.00
H 2.99337 1.87388 2.85572 0.00
H 1.64062 1.12869 1.96109 0.00
H 1.32413 2.27728 3.29695 0.01